The following is a DFT calculation (ωB97M-V/def2-TZVPD) of a structure of composition C29H22I2IrN3O4SSe.

```
! RIJCOSX wB97M-V def2-TZVPD def2/J DEFGRID3
* xyz -1 2
Ir 0.8064 -0.2243 -0.5817
I 1.2394 -1.1264 4.1152
I -4.3125 1.1145 4.5842
Se 1.1727 1.5177 -2.2441
S 5.0815 -1.1018 0.4662
O 1.3908 1.6111 2.0651
O -0.0004 1.4449 0.3105
O 0.2110 -1.3741 1.1400
O 1.0574 3.8830 3.4881
N 1.4767 -2.2293 -0.8464
N 0.4125 -1.2466 -3.3393
N -1.3959 -0.3814 -1.1747
C -1.2611 -0.5877 -4.8913
C -2.0001 -0.5358 1.3048
C 0.4011 1.9378 1.4415
C -2.8037 3.9314 1.9747
C -1.5694 -0.0314 4.0053
C 0.9941 -0.9229 -5.6214
C -2.7872 0.2768 3.4240
C -2.2766 -0.9414 -0.1140
C -0.2126 3.8665 3.0016
C -3.0052 0.0121 2.0789
C -0.8456 -0.9280 -3.6125
C 2.7441 -2.4496 -0.4146
C -0.5601 2.9867 1.9689
C 0.7053 -3.2642 -1.1543
C -2.4533 4.7708 3.0211
C 2.4389 -4.8144 -0.6727
C 1.3141 -1.2410 -4.3077
C 3.2476 -3.7557 -0.3339
C 3.4402 -1.2599 -0.0646
C 3.6032 1.0013 0.2775
C -1.8548 3.0617 1.4654
C -0.5647 -0.5881 3.2340
C -1.1646 4.7434 3.5214
C -0.7297 -0.8436 1.8591
C 2.7438 -0.0797 -0.1096
C 1.1311 -4.5738 -1.0871
C 4.8553 0.6031 0.6091
C -0.3186 -0.5890 -5.9111
C -1.8057 -1.0208 -2.4465
H -3.8071 3.9450 1.5696
H -2.1044 2.3973 0.6517
H -0.2966 -3.0175 -1.4721
H 2.8161 -5.8278 -0.6093
H 1.7579 -0.9247 -6.3874
H -1.4981 0.6292 -1.2594
H -3.9657 0.2343 1.6275
H -0.8792 5.4064 4.3327
H -0.6051 -0.3110 -6.9178
H 1.0935 4.5331 4.1974
H -1.9165 -2.0873 -2.2331
H -3.3241 -0.7212 -0.3583
H 4.2597 -3.9140 0.0130
H -2.2928 -0.3191 -5.0793
H -2.1464 -2.0265 -0.1736
H -1.3948 0.1679 5.0538
H 2.3309 -1.4818 -4.0137
H 5.6721 1.2231 0.9439
H 0.4592 -5.3776 -1.3508
H -3.1802 5.4469 3.4541
H -2.7949 -0.6530 -2.7439
H 3.2708 2.0263 0.3266
*
```

Summary:
LUMO (alpha / beta)   0.0825 / 0.0824 hartree
Kohn-Sham gap (alpha / beta)   6.470 / 6.208 eV
Energy relative to the best compared isomer or geometry (same formula, charge and spin)   44.40 kcal per mole
DFT total energy   -138315.180 eV
Highest occupied orbital energy (alpha / beta)   -0.1553 / -0.1457 Eh